[1]
The following is a DFT calculation (the ωB97M-V functional and the def2-TZVPD basis) of one molecule with the formula C5H7ClO in a non-equilibrium geometry.

Results
**Molecular weight**: 118.56 g/mol
**Relative energy (zero: lowest compared OMol25 entry of this formula, charge and spin)**: 9.0 kcal/mol
**E_tot**: -730.1195 hartree
**SMILES**: O[C@@H]1C=CC[C@H]1Cl
**HOMO level**: -9.74 eV
**Charge**: 0

The geometry in XYZ format:
```
14
Properties=species:S:1:pos:R:3:lowdin_charge:R:1
O -0.7727 2.0345 0.2387 -0.042
C -0.6197 0.7546 -0.3366 -0.417
C -1.9026 -0.0371 -0.3641 -0.034
C -1.6272 -1.2926 0.0457 -0.095
C -0.1709 -1.5970 0.1411 -0.218
C 0.3888 -0.2012 0.4526 -0.594
Cl 2.1038 0.0436 -0.1392 0.560
H -1.3263 2.0381 1.0440 0.107
H -0.1917 0.9046 -1.3540 0.146
H -2.8514 0.5187 -0.5453 0.128
H -2.4166 -2.0339 0.1156 0.101
H 0.1836 -2.3650 0.8751 0.125
H 0.2792 -1.8581 -0.8456 0.116
H 0.3301 0.0177 1.5351 0.117
```


[2]
The following is a DFT calculation (the ωB97M-V functional and the def2-TZVPD basis) of one molecule with the formula C5H7ClO2 in a non-equilibrium geometry.

Results
**Molecular weight**: 134.56 g/mol
**Relative energy (zero: lowest compared OMol25 entry of this formula, charge and spin)**: 91.1 kcal/mol
**E_tot**: -805.2428 hartree
**SMILES**: ClC[C@@]12COC[C@@H]1O2
**HOMO level**: -9.85 eV
**Charge**: 0

The geometry in XYZ format:
```
15
Properties=species:S:1:pos:R:3:lowdin_charge:R:1
Cl -0.9593 1.9086 2.2364 0.557
C -0.8772 0.1340 1.6417 -0.434
C 0.1822 0.0326 0.5448 -0.470
C 0.6793 -1.3012 -0.1682 -0.105
O 0.8737 -1.0226 -1.5914 -0.165
C 0.3061 0.3734 -1.7430 -0.089
C 0.1696 1.1054 -0.4633 -0.303
O 1.2140 1.0237 0.4318 0.010
H -1.8883 -0.2673 1.0360 0.150
H -0.6651 -0.6975 2.5042 0.131
H 1.6277 -1.6943 0.2609 0.124
H -0.2596 -2.1205 0.0750 0.170
H -0.7928 -0.0319 -1.9931 0.167
H 0.9505 0.7408 -2.6517 0.157
H -0.5607 1.8170 -0.1201 0.099
```


[3]
The following is a DFT calculation (the ωB97M-V functional and the def2-TZVPD basis) of one molecule with the formula C5H7ClOS in a non-equilibrium geometry.

Results
**Molecular weight**: 150.63 g/mol
**Relative energy (zero: lowest compared OMol25 entry of this formula, charge and spin)**: 36.7 kcal/mol
**E_tot**: -1128.2697 hartree
**SMILES**: C=C(C)OC(=S)CCl
**HOMO level**: -8.95 eV
**Charge**: 0

The geometry in XYZ format:
```
15
Properties=species:S:1:pos:R:3:lowdin_charge:R:1
C -0.3749 2.1442 0.4047 0.078
C -0.4600 0.9483 -0.2629 -0.442
C -1.4712 0.4536 -1.2667 -0.070
O 0.6487 0.0415 -0.1503 -0.124
C 0.4916 -0.9388 0.7568 -0.933
S -0.7169 -0.9705 1.7688 0.837
C 1.7301 -1.7638 0.6867 -0.570
Cl 2.0440 -2.4142 -0.9369 0.587
H -1.2781 2.8277 0.3047 0.091
H 0.4690 2.4812 0.9735 0.060
H -1.6927 -0.6476 -1.0268 0.083
H -1.2527 0.6064 -2.4842 0.146
H -2.4466 1.0478 -1.0900 0.096
H 2.6422 -1.2021 0.9862 0.101
H 1.6674 -2.6139 1.3365 0.058
```


[4]
The following is a DFT calculation (the ωB97M-V functional and the def2-TZVPD basis) of one molecule with the formula C5H7ClOS.

Results
**Molecular weight**: 150.63 g/mol
**Relative energy (zero: lowest compared OMol25 entry of this formula, charge and spin)**: 8.6 kcal/mol
**E_tot**: -1128.3145 hartree
**SMILES**: C[C@@H]1OC/C(=C/Cl)S1
**HOMO level**: -8.43 eV
**Charge**: 0

The geometry in XYZ format:
```
15
Properties=species:S:1:pos:R:3:lowdin_charge:R:1
C 1.6250 1.8909 0.2021 -0.086
C 0.3463 1.0948 0.3245 -0.634
O 0.5997 -0.0646 1.0769 -0.138
C -0.4898 -0.9535 0.9145 -0.197
C -0.8180 -0.9860 -0.5671 -0.613
C -1.3995 -2.0172 -1.1793 -0.616
Cl -1.8047 -2.0204 -2.8545 0.600
S -0.2805 0.5051 -1.3146 0.983
H 1.9858 2.2254 1.1709 0.082
H 1.4665 2.7877 -0.3908 0.077
H 2.4133 1.2936 -0.2812 0.090
H -0.4412 1.7004 0.7665 0.112
H -0.1857 -1.9194 1.2811 0.130
H -1.3447 -0.6021 1.4867 0.130
H -1.6726 -2.9345 -0.6356 0.081
```


[5]
The following is a DFT calculation (the ωB97M-V functional and the def2-TZVPD basis) of one molecule with the formula C5H7ClS in a non-equilibrium geometry.

Results
**Molecular weight**: 134.63 g/mol
**Relative energy (zero: lowest compared OMol25 entry of this formula, charge and spin)**: 61.8 kcal/mol
**E_tot**: -1052.9751 hartree
**SMILES**: Cl[C@H]1C[C@H]1[C@@H]1CS1
**HOMO level**: -8.98 eV
**Charge**: 0

The geometry in XYZ format:
```
14
Properties=species:S:1:pos:R:3:lowdin_charge:R:1
Cl 1.8801 -1.1289 -0.1471 0.649
C 1.5488 0.4936 0.2771 -0.709
C 1.0042 1.6026 -0.7040 -0.070
C 0.2698 1.1311 0.5192 -0.383
C -1.1876 0.7247 0.5313 -0.507
C -1.4335 -0.7039 0.9020 -0.576
S -2.0729 -0.3631 -0.6731 0.832
H 2.3345 0.8885 1.0829 0.146
H 1.4583 2.6063 -0.9047 0.115
H 0.3695 1.1654 -1.4647 0.084
H 0.4971 1.6713 1.4057 0.124
H -1.9648 1.4588 0.8985 0.119
H -0.5977 -1.3198 1.0993 0.013
H -2.1010 -0.9584 1.9983 0.163
```


[6]
The following is a DFT calculation (the ωB97M-V functional and the def2-TZVPD basis) of C5H7CrO4 as an isolated structure in a non-equilibrium geometry.

Results
**Molecular weight**: 183.10 g/mol
**Relative energy (zero: lowest compared OMol25 entry of this formula, charge and spin)**: 0.0 kcal/mol
**2S+1**: 5
**E_tot**: -1540.0734 hartree
**HOMO level (alpha / beta)**: -2.02 / -2.52 eV
**Charge**: -1

The geometry in XYZ format:
```
17
Properties=species:S:1:pos:R:3:mulliken_spin:R:1
O 1.7620 -0.6940 -0.1517 0.032
C 3.8415 0.9494 -0.2158 0.139
O 2.9261 1.6157 -0.4693 -0.069
O -0.1059 2.1160 0.6709 -0.050
C -1.0204 1.9329 -0.4368 -0.052
C -1.8033 0.6618 -0.2606 -0.073
O -0.9194 -0.4715 -0.5644 -0.020
C -0.4877 -1.3422 0.4665 -0.010
C 0.9352 -1.7818 0.1180 0.000
Cr 0.8360 0.9669 -0.5782 4.132
H -1.7070 2.7882 -0.5818 -0.020
H -2.6545 0.5993 -0.9570 -0.005
H -2.1637 0.5106 0.7790 -0.012
H -1.1545 -2.2174 0.5541 0.006
H -0.4856 -0.8043 1.4299 0.002
H 0.8777 -2.4484 -0.7668 -0.002
H 1.3235 -2.3812 0.9639 0.000
```


[7]
The following is a DFT calculation (the ωB97M-V functional and the def2-TZVPD basis) of one molecule with the formula C5H7F in a non-equilibrium geometry.

Results
**Molecular weight**: 86.11 g/mol
**Relative energy (zero: lowest compared OMol25 entry of this formula, charge and spin)**: 21.9 kcal/mol
**E_tot**: -294.5187 hartree
**SMILES**: C/C=C/C=C\F
**HOMO level**: -8.36 eV
**Charge**: 0

The geometry in XYZ format:
```
13
Properties=species:S:1:pos:R:3:lowdin_charge:R:1
C -2.6652 -0.5425 -0.0053 -0.137
C -1.6821 0.4969 -0.0882 -0.168
C -0.3919 0.1392 0.0061 -0.152
C 0.7566 0.9588 0.0847 -0.087
C 1.9743 0.3378 -0.0289 -0.106
F 2.1457 -1.0234 -0.0137 -0.011
H -3.5462 -0.5124 -0.6728 0.079
H -3.1571 -0.6374 1.0014 0.093
H -2.1040 -1.4936 -0.1164 0.082
H -1.9260 1.5353 -0.0043 0.102
H -0.1505 -0.9009 0.1643 0.106
H 0.7239 2.0324 0.0086 0.107
H 2.8987 0.8469 -0.0681 0.091
```


[8]
The following is a DFT calculation (the ωB97M-V functional and the def2-TZVPD basis) of one molecule with the formula C5H7F in a non-equilibrium geometry.

Results
**Molecular weight**: 86.11 g/mol
**Relative energy (zero: lowest compared OMol25 entry of this formula, charge and spin)**: 33.6 kcal/mol
**E_tot**: -294.5000 hartree
**SMILES**: C#CC(C)(C)F
**HOMO level**: -10.53 eV
**Charge**: 0

The geometry in XYZ format:
```
13
Properties=species:S:1:pos:R:3:lowdin_charge:R:1
C 2.5490 0.0028 0.0743 0.142
C 1.3782 -0.0591 0.0020 -0.077
C -0.0394 -0.0386 0.2093 -0.536
C -0.8287 1.2482 -0.1793 0.003
C -0.7430 -1.2941 -0.2392 -0.017
F -0.1722 -0.0642 1.6606 -0.056
H 3.5856 0.2495 0.2895 0.053
H -0.9057 1.2855 -1.2204 0.063
H -1.7903 1.1933 0.2563 0.074
H -0.3388 2.1642 0.1210 0.087
H -1.6615 -1.4431 0.3554 0.104
H -0.9871 -1.1648 -1.2717 0.082
H -0.0460 -2.0794 -0.0578 0.078
```


Q: molecular weight of number 8 (C5H7F)?
A: 86.11 g/mol